The following is a quantum chemistry calculation of a structure of composition C8H17OP2Pt, from OMol25.

Geometry as ORCA input:
```
! RIJCOSX wB97M-V def2-TZVPD def2/J DEFGRID3
* xyz 1 5
C 2.1512 2.5191 -0.9561
C 2.6197 3.7655 -0.4534
C 1.5314 4.4134 0.2110
C 0.3840 3.5657 0.1396
C 0.7377 2.3973 -0.5765
Pt 0.9617 -1.3189 -0.8087
P 1.3366 -2.4454 -2.5517
H 2.7133 1.7705 -1.5153
H 3.6329 4.1638 -0.5407
H 1.5541 5.4116 0.6817
H 0.0767 1.5600 -0.8036
H -0.6083 3.7981 0.5289
H 1.3417 -3.8039 -2.0825
H 2.4980 -2.4367 -3.4095
H 0.2464 -2.4883 -3.4936
C -1.3333 -2.2370 2.5952
P -0.9856 -1.3275 1.0703
C -1.4966 -2.4660 -0.2581
C -2.0477 0.1121 1.0074
O 0.4903 -0.8094 1.0660
H -0.3965 -2.4074 3.1488
H -1.8094 -3.1969 2.3463
H -2.0253 -1.6237 3.1883
H -2.1222 -3.2330 0.1942
H -2.0598 -1.9295 -1.0136
H -0.6098 -2.9385 -0.7273
H -1.4286 1.0187 1.0804
H -2.6194 0.1102 0.0680
H -2.7333 0.0562 1.8646
*
```

The frontier orbital gap (spin up / spin down) is 3.863 / 4.826 eV. The maximum force is 2.79 eV Å⁻¹. The value obtained for the total energy is -1191.76402 a.u.

Mulliken population analysis, charges in e, atoms 1 to 6: number 1, C, carries -0.4378; number 2, C, carries -0.3349; number 3, C, carries -0.2799; number 4, C, carries -0.3822; number 5, C, carries 0.0185; number 6, Pt, carries -0.1202

The following is a quantum chemistry calculation of a structure of composition C28H20BrCrN5O5S, from OMol25.

Geometry as ORCA input:
```
! RIJCOSX wB97M-V def2-TZVPD def2/J DEFGRID3
* xyz 0 5
Cr -1.2324 -1.5680 -1.7564
C 3.7426 4.9879 1.6135
O 3.2221 4.9434 2.9254
C 2.6333 3.7896 3.3310
C 2.4307 2.6759 2.5191
C 1.7904 1.5583 3.0174
C 1.3123 1.5304 4.3470
C 1.5627 2.6524 5.1670
C 2.2022 3.7554 4.6634
N 0.6114 0.4939 4.8682
N 0.2435 -0.5311 4.1891
C -0.5758 -0.5389 3.1395
C -1.3372 0.5957 2.7563
C -1.9503 0.6874 1.5232
C -1.8374 -0.3560 0.5985
O -2.2524 -0.3027 -0.6411
C -1.1775 -1.5539 1.0132
N -1.0577 -2.4901 0.0336
C -0.4125 -3.6108 0.3176
C 0.1630 -3.8552 1.5620
C 0.1092 -2.8836 2.5393
C -0.5781 -1.6949 2.2789
H 4.2271 5.9558 1.5164
H 2.9493 4.9024 0.8652
H 4.4789 4.1960 1.4489
H 2.7642 2.6659 1.4903
H 1.6455 0.6972 2.3798
H 1.2170 2.6363 6.1916
H 2.3896 4.6230 5.2824
H -1.3804 1.4326 3.4403
H -2.4601 1.5931 1.2226
H -0.3151 -4.3267 -0.4909
H 0.6814 -4.7871 1.7342
H 0.6165 -3.0070 3.4865
Br -5.3729 -5.5101 -1.5197
C -4.7963 -3.8314 -2.1700
C -5.6511 -3.0100 -2.8842
C -5.1388 -1.7864 -3.2906
C -3.8355 -1.4514 -2.9897
N -3.0080 -2.2617 -2.3144
C -3.4971 -3.4406 -1.9157
H -6.6620 -3.3108 -3.1166
H -5.7565 -1.0906 -3.8400
H -3.4163 -0.5077 -3.3041
H -2.8279 -4.0922 -1.3705
O -1.1740 -1.0048 -3.8670
C -0.0063 -1.0055 -3.4095
N 0.5009 -2.1310 -2.7961
S 1.6122 -1.5050 -1.7728
O 0.8194 -0.8490 -0.7295
O 2.6320 -2.4053 -1.3471
C 2.0847 -0.1011 -2.7636
C 3.1048 0.8189 -2.6863
C 2.9777 1.9823 -3.4390
C 1.8358 2.2233 -4.1968
C 0.8009 1.2989 -4.2447
C 0.9439 0.1257 -3.5251
H 3.9806 0.6418 -2.0766
H 3.7710 2.7174 -3.4225
H 1.7470 3.1457 -4.7552
H -0.0941 1.4737 -4.8257
*
```

The frontier orbital gap (spin up / spin down) is 6.144 / 6.419 eV. The maximum force is 1.55 eV Å⁻¹. The value obtained for the total energy is -5745.58209 a.u.

Mulliken population analysis, charges in e, atoms 1 to 6: number 1, Cr, carries 0.1239; number 2, C, carries -0.8157; number 3, O, carries -0.4430; number 4, C, carries 0.8815; number 5, C, carries -0.5628; number 6, C, carries -0.4794

The following is a quantum chemistry calculation of a cluster of 2 separate species, C9H14N4 in total, from OMol25.

Geometry as ORCA input:
```
! RIJCOSX wB97M-V def2-TZVPD def2/J DEFGRID3
* xyz 0 1
C 2.0526 1.7630 -0.9675
C 2.2784 -0.2292 -0.2441
C 1.6540 -2.2818 0.8352
C 0.6302 -1.5649 1.2933
C 2.6784 -1.6095 -0.0047
C -2.5387 -0.5364 0.8096
C -1.6377 1.8589 0.3818
C -1.8758 0.3971 -1.5225
C -2.0254 0.6839 -0.0820
N 2.7809 0.7008 -1.1496
N 1.1402 1.6071 0.0204
N 1.2721 0.3033 0.3960
N 0.4235 -0.2373 1.1673
H 2.1330 2.7185 -1.5471
H 1.6724 -3.4400 0.7065
H -0.0998 -1.9439 1.9344
H 2.8930 -1.9355 -1.0240
H 3.6397 -1.6447 0.4989
H -1.9859 -0.6021 1.7230
H -3.6437 -0.4208 0.9443
H -2.5369 -1.3767 0.1497
H -1.3878 2.6624 -0.3831
H 0.0787 1.9650 0.2452
H -1.9304 2.1418 1.4337
H -1.5269 -0.6048 -1.7462
H -2.8724 0.4058 -2.1345
H -1.2657 1.2200 -1.7341
*
```

The frontier orbital gap is 7.421 eV. The maximum force is 3.54 eV Å⁻¹. The value obtained for the total energy is -570.18286 a.u.

Mulliken population analysis, charges in e, atoms 1 to 6: number 1, C, carries -0.2026; number 2, C, carries 0.3465; number 3, C, carries -0.6097; number 4, C, carries -0.1196; number 5, C, carries -0.1738; number 6, C, carries -1.5157

The following is a quantum chemistry calculation of a cluster of 2 separate species, C29H35ClFN3O2PS2 in total, from OMol25.

Geometry as ORCA input:
```
! RIJCOSX wB97M-V def2-TZVPD def2/J DEFGRID3
* xyz 1 1
C 3.0077 4.4023 -1.9734
C 2.3473 4.0532 -1.0129
C 1.6769 3.5729 0.2982
N 0.8806 2.3010 0.1453
C -0.5046 2.4567 0.0673
C -1.4209 1.2962 -0.0861
C -0.7559 -0.0722 -0.1031
C -1.7573 -1.2965 -0.2701
O -2.0400 -1.5711 -1.4220
O -2.2541 -2.0020 0.8298
C -3.7022 -1.8699 0.9088
C -4.1799 -0.3625 1.2016
C -4.9362 0.1266 -0.1080
S -5.3590 1.9232 -0.1150
C -4.8071 2.6899 -1.6801
S -4.7672 4.3370 -1.7944
N -4.3644 1.9237 -2.8319
C -4.9463 0.7683 -3.4239
C -4.1273 0.2793 -4.5726
N -3.0347 1.2279 -4.6647
C -3.2211 2.1459 -3.6629
C 0.7474 -0.2521 -0.0091
C 1.3964 -1.6798 -0.0233
C 2.2376 -2.0209 -1.3248
C 1.2317 -2.2410 -2.5301
Cl 3.0365 -3.6584 -0.9788
C 1.5487 1.0358 0.0955
P 3.4245 1.0860 0.1685
C 4.1749 1.2813 -1.5532
C 3.1481 1.1837 -2.7588
C 4.1601 -0.3583 1.1143
C 5.7602 -0.1228 1.1073
H 3.7796 4.7391 -2.7167
H 0.9388 4.3753 0.6316
H 2.4018 3.4704 1.1692
H -0.9505 3.4955 0.1214
H -2.5453 1.4082 -0.1668
H -4.1937 -2.2607 -0.0421
H -4.0314 -2.5701 1.7437
H -3.3224 0.2983 1.5195
H -4.8699 -0.4318 2.1062
H -5.8676 -0.5213 -0.2031
H -4.3233 -0.1095 -1.0422
H -5.9020 0.3700 -2.9930
H -4.3361 -0.6193 -5.2051
H -2.4544 2.9669 -3.5807
H 1.9995 -1.8992 0.9171
H 0.5345 -2.4272 0.0105
H 3.0873 -1.3164 -1.5382
H 0.8357 -1.2645 -2.9514
H 1.6297 -2.9404 -3.3247
H 0.3194 -2.7699 -2.0939
H 5.0149 0.5145 -1.6516
H 4.6906 2.2935 -1.5760
H 2.2826 1.9015 -2.7035
H 3.7334 1.4409 -3.7055
H 2.7259 0.1508 -2.9369
H 4.0168 -1.3625 0.5955
H 3.7607 -0.4713 2.1664
H 6.0278 0.9794 1.0789
H 6.1111 -0.5571 0.1117
H 6.2861 -0.6987 1.9182
F 2.2580 -1.6682 3.2388
C 1.1309 -1.9492 3.9234
C -0.0083 -2.3197 3.2312
C -1.1687 -2.6146 3.9363
C -1.1773 -2.5240 5.3244
C -0.0267 -2.1453 6.0076
C 1.1366 -1.8614 5.3036
H 0.0158 -2.3765 2.1509
H -2.0647 -2.9136 3.4053
H -2.0841 -2.7499 5.8744
H -0.0362 -2.0715 7.0888
H 2.0447 -1.5736 5.8196
*
```

The frontier orbital gap is 6.598 eV. The maximum force is 5.69 eV Å⁻¹. The value obtained for the total energy is -3138.06397 a.u.

Mulliken population analysis, charges in e, atoms 1 to 6: number 1, C, carries 0.2065; number 2, C, carries -0.2389; number 3, C, carries -1.2419; number 4, N, carries 0.4390; number 5, C, carries -0.6151; number 6, C, carries 0.3688

The following is a quantum chemistry calculation of a structure of composition C45H47As2O8P2PtS2, from OMol25.

Geometry as ORCA input:
```
! RIJCOSX wB97M-V def2-TZVPD def2/J DEFGRID3
* xyz -1 1
Pt -0.1374 -0.6204 0.1535
S 3.5286 1.2004 -0.2417
P 1.8606 2.2558 -0.1277
C 0.3845 1.4046 -0.2678
P -1.1865 1.9682 -0.4594
S -2.1519 0.1643 -0.6064
C -1.8963 2.9059 0.9429
C -1.6909 4.2812 1.0471
C -2.0775 4.9654 2.1897
C -2.6689 4.2808 3.2453
C -2.8865 2.9133 3.1483
C -2.5110 2.2327 1.9957
C -1.7106 2.9631 -1.8966
C -2.9619 3.5798 -1.9041
C -3.4089 4.2370 -3.0407
C -2.6075 4.2876 -4.1757
C -1.3670 3.6664 -4.1748
C -0.9252 2.9978 -3.0413
C 1.9653 3.2794 1.3938
C 3.0193 4.1806 1.5550
C 3.1267 4.9371 2.7094
C 2.1849 4.7953 3.7264
C 1.1420 3.8965 3.5784
C 1.0352 3.1431 2.4130
C 1.8920 3.5704 -1.4142
C 2.4610 3.2816 -2.6535
C 2.4213 4.2114 -3.6817
C 1.8192 5.4498 -3.4823
C 1.2691 5.7536 -2.2467
C 1.3095 4.8180 -1.2186
H -1.2265 4.8206 0.2303
H -1.9057 6.0337 2.2622
H -2.9618 4.8157 4.1423
H -3.3419 2.3605 3.9629
H -2.6874 1.1670 1.9131
H -3.5875 3.5489 -1.0189
H -4.3826 4.7130 -3.0403
H -2.9544 4.8088 -5.0611
H -0.7365 3.7002 -5.0551
H 0.0324 2.4950 -3.0408
H 3.7630 4.2738 0.7717
H 3.9488 5.6345 2.8235
H 2.2702 5.3848 4.6320
H 0.4028 3.7815 4.3633
H 0.2131 2.4570 2.2762
H 2.9399 2.3188 -2.7923
H 2.8655 3.9732 -4.6414
H 1.7890 6.1773 -4.2855
H 0.8067 6.7195 -2.0783
H 0.8953 5.0719 -0.2498
C 2.5366 -1.9958 -0.2983
O 1.8010 -1.4186 0.8214
C 1.9292 -2.1101 1.9881
O 2.6002 -3.1053 2.0328
C 1.4260 -1.3924 3.1897
C 1.5938 -2.0055 4.4247
As 0.7171 -3.7277 4.4343
C 0.4885 -4.1755 6.3371
C -1.0686 -2.8128 4.3281
C -1.3287 -1.5882 3.8702
As -0.1055 -0.1690 3.1373
C 0.0311 0.7864 4.8704
C -2.6944 -0.9501 3.9932
O -2.8496 -0.0139 4.7350
O -3.7090 -1.3577 3.2279
C -3.5004 -2.2613 2.1240
C -2.1809 -3.5614 5.0200
O -2.8241 -3.0659 5.9044
O -2.4464 -4.8438 4.6873
C -1.8798 -5.4741 3.5318
C 2.1066 -1.2101 5.5597
O 2.6524 -0.1412 5.4531
O 2.0633 -1.8741 6.7308
C 2.6701 -1.1808 7.8264
H 2.4080 -1.2902 -1.1069
H 2.1084 -2.9653 -0.5289
H 3.5829 -2.0762 -0.0234
H 1.4166 -4.5909 6.7215
H -0.2882 -4.9418 6.3752
H 0.1870 -3.3179 6.9317
H -0.0900 0.1320 5.7290
H -0.7836 1.5056 4.8554
H 0.9946 1.2868 4.8994
H -4.4944 -2.5618 1.8050
H -2.9273 -3.1355 2.4150
H -2.9779 -1.7588 1.3183
H -2.6532 -6.1286 3.1380
H -1.0167 -6.0719 3.8152
H -1.5855 -4.7576 2.7655
H 2.5245 -1.8157 8.6959
H 2.1967 -0.2126 7.9768
H 3.7315 -1.0256 7.6398
C 0.2739 -6.0009 0.6192
C -0.6602 -5.2070 -0.3085
C -2.0721 -5.8079 -0.2887
C -0.1194 -5.2990 -1.7448
C -0.6940 -3.7848 0.0921
C -0.6544 -2.5694 0.1776
H 0.1898 -7.0751 0.4214
H 0.0469 -5.8156 1.6694
H 1.3118 -5.6995 0.4623
H -2.0470 -6.8541 -0.6112
H -2.7273 -5.2501 -0.9614
H -2.5065 -5.7663 0.7083
H -0.0010 -6.3468 -2.0424
H 0.8498 -4.8045 -1.8168
H -0.8006 -4.8089 -2.4435
*
```

The frontier orbital gap (spin up / spin down) is 4.900 / 4.898 eV. The maximum force is 1.17 eV Å⁻¹. The value obtained for the total energy is -8414.80361 a.u.

Mulliken population analysis, charges in e, atoms 1 to 6: number 1, Pt, carries 1.0833; number 2, S, carries -0.6772; number 3, P, carries 2.4433; number 4, C, carries -0.3859; number 5, P, carries 0.8525; number 6, S, carries -0.8759

The following is a quantum chemistry calculation of a structure of composition C6H17INOSi, from OMol25.

Geometry as ORCA input:
```
! RIJCOSX wB97M-V def2-TZVPD def2/J DEFGRID3
* xyz 1 1
C -1.4453 1.5232 -2.0252
C 0.5443 0.1691 1.8334
C 1.8982 0.8286 -1.1389
C 0.1608 2.9799 0.3683
C 0.4010 -2.7055 -0.0660
C -1.1357 0.9096 -0.7662
N -0.8373 -3.3358 1.2754
O 0.0044 -1.5352 -0.2568
Si 0.5387 1.1446 0.1629
I -2.5841 -0.2675 -0.0491
H -2.3867 1.9850 -2.0209
H -1.5471 0.7305 -2.7833
H -0.6911 2.1427 -2.4989
H 1.5937 0.2070 2.2308
H -0.0374 0.6765 2.6432
H 0.3014 -0.9532 1.6935
H 2.0932 1.7573 -1.7329
H 2.7610 0.3386 -0.8133
H 1.5401 0.0356 -1.7522
H 1.0929 3.4102 0.7578
H 0.0639 3.4661 -0.5532
H -0.6064 3.2594 1.0907
H 1.2029 -2.7435 0.6257
H 0.1016 -3.4588 -0.8342
H -0.5461 -3.1742 2.1951
H -1.7712 -2.9989 1.0792
H -0.7097 -4.3912 1.3349
*
```

The frontier orbital gap is 6.928 eV. The maximum force is 3.64 eV Å⁻¹. The value obtained for the total energy is -955.63081 a.u.

Mulliken population analysis, charges in e, atoms 1 to 6: number 1, C, carries -1.4273; number 2, C, carries -0.6894; number 3, C, carries -1.1284; number 4, C, carries -1.2204; number 5, C, carries -0.5546; number 6, C, carries 0.3699